# 1
Molecular formula: C5H14N2
Method: DFT, ωB97M-V/def2-TZVPD

```
21
Properties=species:S:1:pos:R:3:lowdin_charge:R:1
C 0.18464 -0.24175 -1.61890 -0.071
C 0.28307 -0.13997 -0.09712 -0.456
C 1.62380 0.52740 0.26965 -0.233
C 2.80051 -0.44276 0.30761 -0.110
N -0.81153 0.65552 0.40898 -0.041
C -2.13768 0.10387 0.15341 -0.337
N -3.05064 0.50183 1.19668 0.009
H 0.00635 0.76368 -2.01323 0.088
H 1.12021 -0.61416 -2.03601 0.070
H -0.60672 -0.93064 -1.92654 0.071
H 0.32647 -1.18994 0.26181 0.136
H 1.60351 1.05500 1.23677 0.107
H 1.76641 1.34806 -0.44688 0.110
H 3.75483 0.07366 0.30531 0.069
H 2.66964 -1.10467 1.16616 0.073
H 2.79159 -1.11641 -0.54413 0.060
H -0.68557 0.79429 1.40488 0.103
H -2.49650 0.48872 -0.79545 0.109
H -2.06635 -0.99140 0.02288 0.112
H -3.10092 -0.19006 1.93161 0.066
H -3.97511 0.64973 0.81251 0.065
```

Output
**SMILES string**: CC[C@H](C)NCN
**Energy relative to the best compared isomer or geometry (same formula, charge and spin)**: 0.5685 eV
**Spin multiplicity**: 1



# 2
Molecular formula: C5H14N2
Method: DFT, ωB97M-V/def2-TZVPD

```
21
Properties=species:S:1:pos:R:3:lowdin_charge:R:1
N -0.56112 -2.62769 0.84425 -0.004
C 0.66734 -2.17872 0.29203 -0.302
C 1.02806 -0.73659 0.81157 -0.220
N -0.15541 0.09988 0.68870 -0.061
C 0.84265 2.01544 -0.67067 -0.056
C -0.26062 0.94621 -0.48308 -0.475
C -1.68334 1.54222 -0.57102 -0.071
H -1.33770 -2.03725 0.58917 0.057
H -0.85883 -3.57337 0.65409 0.064
H 1.56767 -2.79571 0.29490 0.105
H 0.69459 -1.95191 -0.78845 0.089
H 1.89181 -0.36006 0.22497 0.100
H 1.42525 -0.77146 1.81308 0.102
H -0.41666 0.58116 1.53688 0.115
H 1.77810 1.45500 -0.55974 0.051
H 0.84326 2.41513 -1.67909 0.075
H 0.83999 2.70750 0.17506 0.080
H -0.28527 0.26242 -1.35791 0.134
H -2.39895 0.71737 -0.51289 0.073
H -1.76890 2.28309 0.23217 0.077
H -1.85192 2.00732 -1.53400 0.068
```

Output
**SMILES string**: CC(C)NCCN
**Energy relative to the best compared isomer or geometry (same formula, charge and spin)**: 1.0775 eV
**Spin multiplicity**: 1



# 3
Molecular formula: C5H14N2
Method: DFT, ωB97M-V/def2-TZVPD

```
21
Properties=species:S:1:pos:R:3:lowdin_charge:R:1
C 0.36107 0.78730 2.02955 -0.335
N 0.71125 -0.10222 0.89748 -0.077
C -0.55890 -0.60602 0.28823 -0.260
C -0.22991 -1.50344 -0.87417 -0.192
C -0.23132 -0.87041 -2.31376 -0.291
N -1.57905 -0.56787 -2.77975 -0.011
C 1.38870 1.81190 2.33627 -0.108
H 0.17968 0.02597 2.82030 0.114
H -0.67763 1.12895 1.98109 0.100
H 1.10798 0.51574 0.18116 0.097
H -0.94555 -1.16515 1.15209 0.112
H -1.37975 0.10322 0.12831 0.107
H 0.78750 -1.87491 -0.77605 0.103
H -0.92256 -2.35272 -0.87622 0.108
H 0.53308 -0.08871 -2.31789 0.094
H 0.16619 -1.60189 -3.01416 0.100
H -2.08467 0.08921 -2.20272 0.053
H -1.60713 -0.24876 -3.73742 0.060
H 1.12343 2.75588 1.80274 0.079
H 1.47343 2.18672 3.35353 0.068
H 2.38418 1.57721 1.92138 0.080
```

Output
**SMILES string**: CCNCCCN
**Energy relative to the best compared isomer or geometry (same formula, charge and spin)**: 1.3407 eV
**Spin multiplicity**: 1



# 4
Molecular formula: C5H14N2
Method: DFT, ωB97M-V/def2-TZVPD

```
21
Properties=species:S:1:pos:R:3:lowdin_charge:R:1
C 1.90330 0.32870 0.98798 -0.095
C 0.46391 0.81835 0.62483 -0.460
C 0.06447 0.48239 -0.80532 -0.229
C 0.18784 -0.98773 -1.23005 -0.221
C -0.80376 -1.82732 -0.40899 -0.269
N -2.11935 -1.19235 -0.14966 -0.017
N 0.33259 2.27166 0.93989 0.048
H 2.06845 0.73914 2.05435 0.092
H 2.83320 0.62561 0.31605 0.108
H 1.99067 -0.80278 0.96412 0.064
H -0.18679 0.29560 1.38006 0.137
H 0.71020 1.14905 -1.46940 0.127
H -1.07199 0.70965 -0.96952 0.120
H 0.04931 -1.18094 -2.40261 0.148
H 1.16228 -1.31733 -0.80619 0.083
H -0.24818 -1.96043 0.51028 0.097
H -0.96436 -2.75459 -0.88991 0.088
H -2.62523 -0.92312 -0.97712 0.059
H -2.23518 -0.40194 0.46140 0.048
H 0.70709 2.88607 0.25195 0.061
H -0.57676 2.49451 1.03427 0.010
```

Output
**SMILES string**: C[C@@H](N)CCCN
**Energy relative to the best compared isomer or geometry (same formula, charge and spin)**: 1.5986 eV
**Spin multiplicity**: 1



# 5
Molecular formula: C5H14N2
Method: DFT, ωB97M-V/def2-TZVPD

```
21
Properties=species:S:1:pos:R:3:lowdin_charge:R:1
C 1.93579 -0.53079 -0.33659 -0.300
N 0.89585 -0.06358 0.54862 -0.103
C 0.21034 1.24320 0.36545 -0.264
C -1.22314 1.14075 0.83864 -0.203
C -2.05901 0.02133 0.09025 -0.271
N -2.25383 0.37515 -1.35010 -0.016
C 2.39921 -1.92967 0.00623 -0.108
H 2.82090 0.10656 -0.24259 0.110
H 1.49039 -0.54666 -1.32874 0.105
H 0.29823 -0.37386 1.30196 0.103
H 0.69760 2.00516 1.03351 0.109
H 0.38490 1.68127 -0.64224 0.113
H -1.34173 0.93792 1.92025 0.110
H -1.73650 2.10583 0.61135 0.117
H -1.49710 -0.91634 0.14519 0.086
H -3.04246 -0.08487 0.55854 0.098
H -1.35434 0.65844 -1.72794 0.041
H -2.47463 -0.46636 -1.87759 0.057
H 1.60474 -2.66014 -0.02550 0.063
H 3.17802 -2.24381 -0.70621 0.075
H 2.85179 -1.93265 1.00706 0.075
```

Output
**SMILES string**: CCNCCCN
**Energy relative to the best compared isomer or geometry (same formula, charge and spin)**: 1.6037 eV
**Spin multiplicity**: 1



# 6
Molecular formula: C5H14N2
Method: DFT, ωB97M-V/def2-TZVPD

```
21
Properties=species:S:1:pos:R:3:lowdin_charge:R:1
N -1.89913 2.43080 0.41291 0.005
C -0.69778 1.49797 -0.01689 -0.367
C 0.51132 -1.86277 -1.40739 -0.245
C 0.95103 -2.04436 0.09019 -0.133
C -0.83923 -1.30075 -1.42637 -0.044
C 0.48576 1.90073 0.66962 -0.123
N 0.72722 0.77188 1.76132 -0.039
H -1.33956 2.96235 1.07869 0.024
H -2.55459 1.97267 1.06394 0.052
H -1.11873 0.54704 0.19599 0.064
H 1.21184 -2.23896 -2.14666 0.119
H 0.96818 -3.14476 0.36616 0.081
H 2.01398 -1.65552 0.30836 0.087
H 0.29367 -1.39159 0.73048 0.055
H 0.53815 -0.73940 -1.26323 0.102
H -1.58700 -1.87352 -1.02365 0.029
H -1.23199 -1.01374 -2.51142 0.117
H 1.47031 2.13048 0.20553 0.073
H -0.59352 1.48604 -1.09228 0.083
H 1.57292 0.33627 1.41159 0.014
H 1.11716 1.22914 2.59313 0.045
```

Output
**Energy relative to the best compared isomer or geometry (same formula, charge and spin)**: 9.9422 eV
**Spin multiplicity**: 1



| no. | gap between HOMO and LUMO (eV) |
| --- | --- |
| 1 | 9.7 |
| 2 | 9.6 |
| 3 | 10.2 |
| 4 | 10.1 |
| 5 | 9.1 |
| 6 | 4.2 |